Record 1
Below is one molecule with the formula C20H23N3O3 in a non-equilibrium geometry, with properties calculated with ωB97M-V/def2-TZVPD.

Positions of all 49 atoms, in Å:
C: -6.701 -2.600 4.084
C: -5.600 -1.747 4.616
O: -4.494 -1.414 3.724
C: -3.227 -1.736 4.163
O: -3.017 -2.447 5.140
C: -2.150 -1.315 3.280
C: -0.843 -1.850 3.392
C: 0.155 -1.586 2.430
C: -0.111 -0.785 1.347
C: 1.033 -0.396 0.361
C: 1.531 0.956 0.768
N: 0.498 -0.540 -1.005
C: 0.522 0.542 -1.873
N: -0.701 1.081 -2.066
C: -0.824 2.236 -2.681
C: 0.337 2.849 -3.160
C: 1.605 2.227 -3.047
C: 1.655 1.043 -2.473
C: 2.989 0.312 -2.495
N: 3.684 1.376 -3.159
C: 5.067 1.242 -3.405
C: 5.240 0.661 -4.849
C: 2.911 2.533 -3.539
O: 3.119 3.590 -4.142
C: -1.392 -0.317 1.224
C: -2.441 -0.471 2.158
H: -7.288 -2.918 5.026
H: -7.454 -2.090 3.513
H: -6.326 -3.534 3.622
H: -6.163 -0.774 4.875
H: -5.324 -2.212 5.563
H: -0.681 -2.442 4.202
H: 1.130 -2.010 2.543
H: 1.730 -1.198 0.535
H: 1.766 1.039 1.799
H: 2.529 1.155 0.339
H: 0.827 1.726 0.603
H: -0.460 -0.873 -0.992
H: -1.665 2.737 -2.918
H: 0.156 3.781 -3.653
H: 2.810 -0.748 -3.015
H: 3.526 0.265 -1.512
H: 5.609 2.220 -3.381
H: 5.620 0.626 -2.693
H: 4.966 -0.330 -4.845
H: 6.272 0.646 -5.159
H: 4.615 1.131 -5.603
H: -1.626 0.320 0.391
H: -3.409 0.039 1.966

Calculated values
**Energy relative to the best compared isomer or geometry (same formula, charge and spin)**: 364.1 kJ/mol
**E_tot**: -31724.37951 eV
**Net charge**: 0
**Structure (SMILES)**: CCOC(=O)c1ccc([C@H](C)Nc2nccc3c2CN(CC)C3=O)cc1
**Max |F|**: 5.6 eV/A
**Gap between HOMO and LUMO**: 8.88 eV



Record 2
Below is one molecule with the formula C20H23N3O3 in a non-equilibrium geometry, with properties calculated with ωB97M-V/def2-TZVPD.

Positions of all 49 atoms, in Å:
C: -2.016 0.631 2.332
C: -2.829 0.573 1.042
C: -4.211 0.385 1.153
C: -4.990 0.380 -0.001
N: -4.466 0.555 -1.236
C: -3.128 0.742 -1.351
C: -2.662 0.927 -2.790
C: -2.256 0.748 -0.241
C: -0.772 0.940 -0.435
O: -0.319 1.903 -1.048
N: 0.004 -0.032 0.059
C: 1.465 -0.060 -0.046
C: 1.996 -0.253 -1.490
C: 1.560 -1.574 -2.166
C: 2.268 -2.777 -1.573
C: 1.626 -4.013 -1.436
C: 2.297 -5.112 -0.907
C: 3.623 -4.982 -0.505
C: 4.266 -3.752 -0.630
C: 3.603 -2.638 -1.157
C: 4.317 -1.287 -1.236
N: 3.463 -0.147 -1.657
C: 4.077 1.053 -1.873
O: 5.304 1.160 -1.787
C: 3.211 2.290 -2.261
O: 3.981 3.482 -2.434
H: -1.284 1.439 2.288
H: -2.644 0.839 3.199
H: -1.484 -0.305 2.500
H: -4.680 0.256 2.117
H: -6.062 0.242 0.049
H: -2.284 1.940 -2.930
H: -1.863 0.226 -3.028
H: -3.468 0.769 -3.508
H: -0.457 -0.814 0.495
H: 1.879 0.860 0.376
H: 1.857 -0.857 0.589
H: 1.498 0.514 -2.083
H: 0.478 -1.690 -2.093
H: 1.755 -1.515 -3.238
H: 0.600 -4.126 -1.755
H: 1.793 -6.063 -0.814
H: 4.152 -5.831 -0.096
H: 5.293 -3.662 -0.306
H: 4.741 -1.058 -0.257
H: 5.179 -1.372 -1.903
H: 2.672 2.076 -3.184
H: 2.476 2.476 -1.477
H: 3.485 4.116 -2.958

Calculated values
**Energy relative to the best compared isomer or geometry (same formula, charge and spin)**: 115.7 kJ/mol
**E_tot**: -31726.95465 eV
**Net charge**: 0
**Structure (SMILES)**: Cc1ccnc(C)c1C(=O)NC[C@@H]1Cc2ccccc2CN1C(=O)CO
**Max |F|**: 2.3 eV/A
**Gap between HOMO and LUMO**: 9.54 eV



Record 3
Below is one molecule with the formula C20H23N3O3S, with properties calculated with ωB97M-V/def2-TZVPD.

Positions of all 50 atoms, in Å:
C: 1.472 -3.468 -1.399
C: 1.170 -3.497 0.067
C: 2.152 -3.874 0.973
C: 1.882 -3.900 2.329
C: 0.632 -3.552 2.799
C: -0.358 -3.167 1.899
O: -1.565 -2.815 2.470
C: -2.629 -2.449 1.636
C: -2.446 -1.108 0.928
O: -3.161 -0.764 0.006
N: -1.434 -0.362 1.437
C: -0.912 0.835 0.952
S: 0.482 1.376 1.640
N: -1.592 1.435 -0.030
C: -1.192 2.653 -0.625
C: -2.076 3.721 -0.578
C: -1.695 4.973 -1.021
C: -0.403 5.156 -1.490
C: 0.469 4.092 -1.584
C: 0.084 2.800 -1.203
N: 0.912 1.718 -1.377
C: 2.338 1.890 -1.550
C: 3.009 0.530 -1.389
O: 2.612 -0.385 -2.398
C: 1.312 -0.132 -2.889
C: 0.399 0.432 -1.802
C: -0.087 -3.137 0.539
H: 2.004 -4.369 -1.696
H: 0.559 -3.391 -1.986
H: 2.110 -2.616 -1.636
H: 3.132 -4.147 0.610
H: 2.650 -4.195 3.028
H: 0.398 -3.567 3.851
H: -2.852 -3.215 0.881
H: -3.501 -2.363 2.293
H: -0.911 -0.748 2.217
H: -2.491 1.026 -0.280
H: -3.057 3.564 -0.154
H: -2.385 5.800 -0.973
H: -0.078 6.137 -1.804
H: 1.458 4.256 -1.980
H: 2.707 2.568 -0.777
H: 2.594 2.303 -2.538
H: 4.094 0.624 -1.469
H: 2.762 0.126 -0.398
H: 1.356 0.573 -3.733
H: 0.927 -1.085 -3.259
H: 0.369 -0.284 -0.968
H: -0.611 0.546 -2.202
H: -0.843 -2.835 -0.172

Calculated values
**Energy relative to the best compared isomer or geometry (same formula, charge and spin)**: 187.9 kJ/mol
**E_tot**: -42561.61917 eV
**Net charge**: 0
**Structure (SMILES)**: Cc1cccc(OCC(=O)NC(=S)Nc2ccccc2N2CCOCC2)c1
**Max |F|**: 0.6 eV/A
**Gap between HOMO and LUMO**: 8.33 eV



The highest max |F| belongs to which entry?
number 1



Which formula does entry 3 have?
C20H23N3O3S